Model A:
{"formula": "C2H2NO3S", "method": "ωB97M-V with the def2-TZVPD basis set", "symbols": ["C", "C", "N", "O", "O", "O", "S", "H", "H"], "positions_angstrom": [[1.08, -1.14, 0.18], [0.00, -0.16, 0.39], [0.53, -1.20, 1.32], [3.31, -2.42, -1.68], [1.86, -0.80, -2.83], [1.01, -3.05, -2.30], [1.97, -2.00, -2.03], [0.23, 0.88, 0.61], [-0.98, -0.33, -0.04]], "total_charge": -1, "mol_weight_g_mol": 120.1, "e_homo_ha": [-0.1626, -0.1626], "gap_ha": [0.296, 0.296]}

***

Model B:
{"formula": "C2H2NO3S", "method": "ωB97M-V with the def2-TZVPD basis set", "symbols": ["C", "C", "N", "O", "O", "O", "S", "H", "H"], "positions_angstrom": [[0.49, -0.10, -0.86], [-0.99, -0.95, 0.14], [0.71, 0.98, -0.32], [0.85, -0.85, -1.73], [1.64, 2.08, 1.70], [-1.52, -0.18, 0.94], [0.70, 2.30, 0.57], [-1.46, -1.28, -0.88], [-0.43, -2.00, 0.45]], "total_charge": -1, "mol_weight_g_mol": 120.1, "e_homo_ha": [-0.1204, -0.1138], "gap_ha": [0.253, 0.245]}

***

Taking the most stable structure as the zero point, the relative energies in eV are model A 0.123; model B 0.000.

***

Model A:
{"formula": "CH4N2O3S", "method": "ωB97M-V with the def2-TZVPD basis set", "symbols": ["C", "N", "N", "O", "O", "O", "S", "H", "H", "H", "H"], "positions_angstrom": [[-0.55, 0.73, -0.61], [-1.84, -0.04, 0.24], [1.37, -0.21, 0.98], [-0.55, 1.87, -0.82], [1.96, 0.02, -1.36], [0.35, -1.80, -0.47], [0.90, -0.48, -0.56], [-2.73, 0.69, 0.07], [-1.90, -0.93, -0.26], [0.74, -0.18, 1.74], [2.24, 0.32, 1.05]], "total_charge": 0, "mol_weight_g_mol": 124.1, "smiles": "NC(=O)S(N)(=O)=O", "e_homo_ha": -0.3761, "gap_ha": 0.382}

***

Model B:
{"formula": "CH4N2O3S", "method": "ωB97M-V with the def2-TZVPD basis set", "symbols": ["C", "N", "N", "O", "O", "O", "S", "H", "H", "H", "H"], "positions_angstrom": [[-1.85, 0.78, -0.65], [-2.24, 1.48, 0.37], [-0.79, 0.17, -0.70], [1.50, -2.83, 0.37], [2.12, 0.28, 1.26], [2.19, -0.20, -1.19], [1.58, -0.34, 0.09], [2.36, -3.09, 0.74], [-1.45, 1.96, 0.86], [-2.98, 2.14, 0.36], [-0.44, -0.35, -1.52]], "total_charge": 0, "mol_weight_g_mol": 124.1, "e_homo_ha": [-0.3837, -0.3143], "gap_ha": [0.341, 0.227]}

***

Taking the most stable structure as the zero point, the relative energies in eV are model A 0.000; model B 2.995.

***

Model A:
{"formula": "C3H4BrN", "method": "ωB97M-V with the def2-TZVPD basis set", "symbols": ["C", "C", "C", "N", "Br", "H", "H", "H", "H"], "positions_angstrom": [[0.73, -1.12, -0.26], [-0.38, 0.17, 0.84], [-0.03, 0.57, -0.68], [0.36, -1.10, 0.93], [-1.51, 1.05, -1.73], [1.53, -1.75, -0.80], [-0.04, 0.88, 1.47], [-1.37, -0.01, 0.94], [0.72, 1.30, -0.71]], "total_charge": 0, "mol_weight_g_mol": 134.0, "e_homo_ha": -0.3410, "gap_ha": 0.374}

***

Model B:
{"formula": "C3H4BrN", "method": "ωB97M-V with the def2-TZVPD basis set", "symbols": ["C", "C", "C", "N", "Br", "H", "H", "H", "H"], "positions_angstrom": [[0.65, 1.64, -0.32], [0.13, -1.00, -0.03], [-0.50, 0.36, 0.11], [1.34, 2.49, -0.62], [-1.19, 0.72, 1.80], [0.94, -1.39, 0.62], [0.55, -1.25, -1.00], [-0.55, -1.92, 0.10], [-1.37, 0.35, -0.65]], "total_charge": 0, "mol_weight_g_mol": 134.0, "smiles": "C[C@@H](Br)C#N", "e_homo_ha": -0.4044, "gap_ha": 0.427}

***

Model C:
{"formula": "C3H4BrN", "method": "ωB97M-V with the def2-TZVPD basis set", "symbols": ["C", "C", "C", "N", "Br", "H", "H", "H", "H"], "positions_angstrom": [[0.45, 0.56, -1.41], [-0.34, -0.16, -0.62], [-0.06, -0.25, 0.73], [0.88, -0.54, 1.43], [-2.18, -0.01, 2.13], [0.30, 0.55, -2.47], [1.24, 1.16, -1.02], [-1.03, -0.76, -1.16], [0.73, -0.54, 2.40]], "total_charge": 0, "mol_weight_g_mol": 134.0, "e_homo_ha": [-0.3464, -0.3464], "gap_ha": [0.305, 0.305]}

***

Taking the most stable structure as the zero point, the relative energies in eV are model A 1.466; model B 0.000; model C 0.348.

***

Model A:
{"formula": "C3H4BrN", "method": "ωB97M-V with the def2-TZVPD basis set", "symbols": ["C", "C", "C", "N", "Br", "H", "H", "H", "H"], "positions_angstrom": [[0.00, 1.24, -0.60], [-0.16, 0.09, 1.04], [0.87, 0.17, -0.01], [-0.91, 1.10, 0.29], [2.70, 0.11, 0.07], [-0.07, 1.98, -1.35], [-0.78, -0.93, 1.10], [0.07, 0.34, 1.99], [0.75, -1.26, -1.67]], "total_charge": 0, "mol_weight_g_mol": 134.0, "e_homo_ha": [-0.3193, -0.3630], "gap_ha": [0.296, 0.334]}

***

Model B:
{"formula": "C3H4BrN", "method": "ωB97M-V with the def2-TZVPD basis set", "symbols": ["C", "C", "C", "N", "Br", "H", "H", "H", "H"], "positions_angstrom": [[1.50, -0.28, 0.12], [-0.89, 0.19, 0.47], [0.21, -0.23, -0.53], [2.52, -0.52, 0.53], [0.14, 1.08, -1.95], [-1.90, 0.22, -0.07], [-0.60, 1.15, 1.06], [-0.97, -0.45, 1.46], [0.01, -1.16, -1.08]], "total_charge": 0, "mol_weight_g_mol": 134.0, "smiles": "C[C@@H](Br)C#N", "e_homo_ha": -0.3983, "gap_ha": 0.418}

***

Taking the most stable structure as the zero point, the relative energies in eV are model A 5.066; model B 0.000.

***

Model A:
{"formula": "C3H10N2S", "method": "ωB97M-V with the def2-TZVPD basis set", "symbols": ["C", "C", "C", "N", "N", "S", "H", "H", "H", "H", "H", "H", "H", "H", "H", "H"], "positions_angstrom": [[2.61, -0.29, -0.10], [-1.38, 1.57, 0.11], [-1.25, -1.13, 0.85], [-0.65, -0.63, -1.53], [1.77, 0.80, 0.23], [-0.34, 0.07, -0.19], [2.39, -1.19, 0.55], [3.50, 0.07, 0.33], [2.51, -0.55, -1.24], [-1.25, 1.88, 1.06], [-1.03, 2.38, -0.38], [-2.32, 1.49, -0.35], [-2.05, -0.68, 1.36], [-1.70, -1.87, 0.08], [-0.56, -1.67, 1.57], [-0.25, -0.24, -2.36]], "total_charge": 0, "mol_weight_g_mol": 106.2, "e_homo_ha": [-0.2845, -0.2834], "gap_ha": [0.296, 0.296]}

***

Model B:
{"formula": "C3H10N2S", "method": "ωB97M-V with the def2-TZVPD basis set", "symbols": ["C", "S", "C", "H", "H", "H", "H", "H", "H", "N", "C", "N", "H", "H", "H", "H"], "positions_angstrom": [[-1.08, -0.21, 2.24], [-2.68, -0.70, 1.40], [-3.22, -1.69, 2.85], [-1.10, 0.66, 2.88], [-0.68, -1.11, 2.68], [-0.33, -0.13, 1.39], [-3.49, -1.05, 3.79], [-2.61, -2.56, 2.94], [-4.22, -1.95, 2.64], [1.97, 1.96, -3.35], [2.89, 0.92, -3.27], [4.08, 0.89, -3.69], [1.26, 2.03, -2.62], [2.15, 2.87, -3.78], [2.42, 0.02, -2.69], [4.63, 0.06, -3.42]], "total_charge": 0, "mol_weight_g_mol": 106.2, "smiles": "[H]/N=C/N.CSC", "e_homo_ha": -0.3239, "gap_ha": 0.343}

***

Taking the most stable structure as the zero point, the relative energies in eV are model A 5.590; model B 0.000.

***

Model A:
{"formula": "C3H10N2S", "method": "ωB97M-V with the def2-TZVPD basis set", "symbols": ["C", "S", "C", "H", "H", "H", "H", "H", "H", "N", "C", "N", "H", "H", "H", "H"], "positions_angstrom": [[2.57, 1.15, -1.14], [1.13, 0.05, -1.14], [0.71, 0.02, -2.88], [2.28, 2.18, -0.93], [3.05, 1.13, -2.11], [3.28, 0.84, -0.39], [0.07, -0.85, -3.07], [0.09, 0.86, -3.20], [1.58, -0.06, -3.54], [-3.06, -0.52, 2.99], [-1.92, -0.92, 2.36], [-0.78, -0.69, 2.85], [-3.91, -0.36, 2.49], [-2.99, -0.29, 3.97], [-2.08, -1.43, 1.40], [-0.01, -1.11, 2.34]], "total_charge": 0, "mol_weight_g_mol": 106.2, "smiles": "[H]/N=C/N.CSC", "e_homo_ha": -0.3125, "gap_ha": 0.347}

***

Model B:
{"formula": "C3H10N2S", "method": "ωB97M-V with the def2-TZVPD basis set", "symbols": ["C", "C", "S", "N", "C", "N", "H", "H", "H", "H", "H", "H", "H", "H", "H", "H"], "positions_angstrom": [[-0.85, -0.74, -0.12], [-1.12, -0.01, -1.45], [-2.61, 0.97, -1.75], [0.53, -0.70, 0.26], [0.89, 0.32, 1.21], [2.33, 0.50, 1.24], [-1.28, -1.74, -0.16], [-1.45, -0.23, 0.63], [-0.27, 0.67, -1.53], [-0.86, -0.68, -2.28], [-2.49, 0.87, -3.08], [0.99, -1.58, 0.41], [0.47, 0.15, 2.22], [0.42, 1.27, 0.92], [2.71, -0.34, 1.67], [2.59, 1.29, 1.80]], "total_charge": 0, "mol_weight_g_mol": 106.2, "smiles": "NCNCCS", "e_homo_ha": -0.3220, "gap_ha": 0.358}

***

Taking the most stable structure as the zero point, the relative energies in eV are model A 0.000; model B 0.411.

***

Model A:
{"formula": "C3H10N2S", "method": "ωB97M-V with the def2-TZVPD basis set", "symbols": ["C", "C", "S", "H", "H", "H", "H", "H", "N", "C", "N", "H", "H", "H", "H", "H"], "positions_angstrom": [[-1.65, -1.21, 1.65], [-2.62, -0.13, 1.19], [-1.49, 1.46, 0.94], [-1.04, -1.02, 2.54], [-0.95, -1.48, 0.71], [-2.25, -2.04, 1.72], [-3.32, 0.21, 1.89], [-3.10, -0.53, 0.29], [2.48, 0.16, -2.55], [2.30, -0.84, -1.67], [2.97, -0.84, -0.52], [3.33, 0.71, -2.29], [2.10, 0.07, -3.46], [1.59, -1.73, -1.72], [3.05, -1.78, -0.05], [-2.03, 2.04, -0.10]], "total_charge": 0, "mol_weight_g_mol": 106.2, "smiles": "[H]/N=C/N.CCS", "e_homo_ha": -0.3222, "gap_ha": 0.354}

***

Model B:
{"formula": "C3H10N2S", "method": "ωB97M-V with the def2-TZVPD basis set", "symbols": ["N", "C", "C", "S", "C", "N", "H", "H", "H", "H", "H", "H", "H", "H", "H", "H"], "positions_angstrom": [[0.00, -1.64, 0.33], [0.23, -0.17, 0.02], [-0.41, 0.10, -1.45], [0.55, -0.59, -2.89], [-0.23, 0.75, 1.18], [0.83, 0.89, 2.15], [0.36, -2.09, -0.58], [-0.87, -2.08, 0.64], [1.32, -0.07, -0.06], [-1.51, -0.15, -1.49], [-0.06, 1.18, -1.68], [0.21, 0.37, -3.86], [-1.28, 0.44, 1.46], [-0.55, 1.80, 0.86], [0.37, 1.36, 2.90], [1.02, -0.10, 2.47]], "total_charge": 0, "mol_weight_g_mol": 106.2, "smiles": "NC[C@@H](N)CS", "e_homo_ha": -0.3319, "gap_ha": 0.363}

***

Taking the most stable structure as the zero point, the relative energies in eV are model A 0.120; model B 0.000.

***

Model A:
{"formula": "C3H10N2S", "method": "ωB97M-V with the def2-TZVPD basis set", "symbols": ["C", "C", "C", "N", "N", "S", "H", "H", "H", "H", "H", "H", "H", "H", "H", "H"], "positions_angstrom": [[1.27, -1.43, 0.47], [0.28, 1.65, 0.63], [0.52, -0.89, -0.71], [-1.38, 1.50, -1.58], [-1.56, -0.48, 0.90], [-0.80, 0.42, -0.18], [1.48, -0.71, 1.11], [0.53, -2.07, 0.97], [2.11, -1.93, 0.00], [-0.28, 2.07, 1.32], [1.07, 1.18, 1.15], [0.65, 2.15, -0.26], [-0.29, -1.59, -1.20], [1.07, -0.33, -1.48], [-2.13, 0.92, -1.91], [-2.52, -0.44, 0.77]], "total_charge": 0, "mol_weight_g_mol": 106.2, "smiles": "CCS(C)(=N)=N", "e_homo_ha": -0.3180, "gap_ha": 0.346}

***

Model B:
{"formula": "C3H10N2S", "method": "ωB97M-V with the def2-TZVPD basis set", "symbols": ["N", "C", "C", "S", "C", "N", "H", "H", "H", "H", "H", "H", "H", "H", "H", "H"], "positions_angstrom": [[1.24, 0.32, -0.78], [0.08, 0.26, 0.24], [-1.15, 1.02, -0.14], [-0.92, 2.91, -0.42], [-0.36, -1.41, 0.26], [0.74, -2.25, 0.80], [1.51, 1.36, -0.95], [-0.77, 3.32, 0.95], [1.63, -0.05, -1.71], [0.57, 0.40, 1.20], [-1.82, 0.76, 0.74], [-1.54, 0.65, -1.09], [-1.35, -1.44, 0.70], [-0.40, -1.61, -0.76], [1.51, -1.59, 1.04], [1.02, -2.65, -0.10]], "total_charge": 0, "mol_weight_g_mol": 106.2, "smiles": "NC[C@@H](N)CS", "e_homo_ha": -0.3297, "gap_ha": 0.360}

***

Taking the most stable structure as the zero point, the relative energies in eV are model A 2.828; model B 0.000.